[1]
DFT (the ωB97M-V functional and the def2-TZVPD basis) results for 2 unconnected molecules or ions with the total composition C3H9NO2 in a non-equilibrium geometry.

- frontier orbital gap (eV) = 10.1
- SMILES string = CC(=O)O.CN
- E_HOMO (eV) = -9.352
- molecular weight (g/mol) = 91.11

Geometry as XYZ:
```
15
Properties=species:S:1:pos:R:3:forces:R:3
C -3.06235 -0.27745 0.65077 -1.2 1.8 -0.4
C -1.60764 -0.19495 0.41280 -0.5 -0.1 -0.2
O -1.17307 0.59533 -0.40067 0.5 -0.9 0.8
O -0.84849 -1.05590 1.16611 -0.2 1.5 -1.5
H -3.53535 0.13797 -0.26422 0.2 -0.2 0.6
H -3.33328 0.42802 1.47403 0.2 -0.7 -0.4
H -3.48481 -1.23481 0.82409 0.0 -0.9 0.5
H 0.00544 -0.79418 0.78457 0.7 -0.6 0.6
C 1.99732 0.67142 -0.36998 4.1 1.9 -0.5
N 3.13872 -0.25263 -0.71668 -1.9 -2.3 0.0
H 2.07718 1.50751 -1.07619 0.0 0.1 0.0
H 2.44292 1.10475 0.53929 -1.5 0.0 0.3
H 0.96203 0.51036 -0.45673 -1.0 -1.4 0.4
H 2.80827 -1.18586 -1.03428 0.1 0.7 0.7
H 3.61313 0.04042 -1.53291 0.5 0.9 -0.9
```
Forces are in eV/Å.

=====

[2]
DFT (the ωB97M-V functional and the def2-TZVPD basis) results for a single C3H9NO2 molecule in a non-equilibrium geometry.

- frontier orbital gap (eV) = 10.7
- SMILES string = C[C@H](CO)NO
- E_HOMO (eV) = -9.795
- molecular weight (g/mol) = 91.11

Geometry as XYZ:
```
15
Properties=species:S:1:pos:R:3:forces:R:3
C -1.18386 0.70653 -0.54934 -0.2 -0.1 -0.1
C 0.02683 0.41143 0.30634 -0.6 -3.9 2.1
C 1.21558 -0.16718 -0.36965 1.2 4.0 -2.2
O 1.61433 1.05713 -1.26773 0.2 -1.7 0.6
N -0.19950 -0.88955 1.32448 -0.8 2.3 -0.8
O -1.00390 -1.86462 0.62429 0.5 -0.1 0.1
H -1.24187 0.05819 -1.42814 0.1 0.1 0.1
H -1.16696 1.74242 -0.89821 0.0 -0.2 0.1
H -2.09789 0.52206 0.02738 0.1 0.2 -0.1
H 0.28375 1.25144 0.95444 0.1 -0.2 0.1
H 1.00089 -0.97447 -1.06825 0.0 0.1 0.2
H 2.07251 -0.35253 0.27694 -0.3 -0.3 0.0
H 2.04751 1.70611 -0.69111 -0.2 -0.4 -0.1
H -0.86370 -0.51720 2.00795 0.1 -0.2 0.0
H -0.50370 -2.68977 0.75062 -0.2 0.5 -0.1
```
Forces are in eV/Å.

=====

[3]
DFT (the ωB97M-V functional and the def2-TZVPD basis) results for 2 unconnected molecules or ions with the total composition C3H9NO2 in a non-equilibrium geometry.

- frontier orbital gap (eV) = 9.9
- SMILES string = CC(=O)O.CN
- E_HOMO (eV) = -9.077
- molecular weight (g/mol) = 91.11

Geometry as XYZ:
```
15
Properties=species:S:1:pos:R:3:forces:R:3
C 0.32804 -0.29246 1.95422 -2.6 -0.3 1.0
C -0.78389 0.49274 1.36093 -2.2 1.3 -4.4
O -1.89021 0.17935 0.94559 0.4 -1.4 1.8
O -0.43408 1.73640 1.00192 1.1 1.8 0.3
H 0.13576 0.18848 2.92682 1.6 -0.5 0.6
H 1.28474 -0.16071 1.46027 -0.1 0.2 0.4
H -0.07389 -1.32406 2.03178 0.8 0.5 -0.1
H -1.14197 2.20909 0.47951 0.7 -1.3 0.9
C -0.18247 -0.61069 -1.62477 -0.1 0.4 0.7
N 1.08351 0.08662 -1.93407 -0.1 -0.2 1.1
H -0.42625 -0.58437 -0.48634 0.4 0.2 -2.6
H -0.23111 -1.67972 -1.89778 0.1 0.3 -0.1
H -0.89191 -0.02523 -2.23366 -0.5 -0.7 0.7
H 1.72986 -0.04034 -1.16603 0.3 -0.1 -0.4
H 1.49388 -0.17510 -2.81838 0.0 -0.2 0.1
```
Forces are in eV/Å.

=====

[4]
DFT (the ωB97M-V functional and the def2-TZVPD basis) results for 2 unconnected molecules or ions with the total composition C3H9NO2 in a non-equilibrium geometry.

- frontier orbital gap (eV) = 10.2
- SMILES string = NCCC=O.O
- E_HOMO (eV) = -9.585
- molecular weight (g/mol) = 91.11

Geometry as XYZ:
```
15
Properties=species:S:1:pos:R:3:forces:R:3
N -1.25992 0.99349 0.82155 0.0 0.0 -0.7
C 0.02896 0.64447 0.18561 -0.7 -0.3 0.8
C -0.09470 0.37335 -1.30655 1.3 0.1 -0.6
C 1.28534 0.27082 -1.93641 0.3 -0.5 0.3
O 2.19218 -0.29410 -1.38345 0.2 -0.2 0.3
H -1.94526 0.25235 0.66104 0.3 0.0 0.1
H -1.62769 1.74422 0.24185 -0.2 0.3 0.4
H 0.76332 1.37835 0.51621 0.0 0.3 -0.6
H 0.39649 -0.26595 0.62429 0.1 -0.4 0.4
H -0.62546 1.12074 -1.88234 -0.6 0.2 0.1
H -0.53791 -0.62114 -1.42941 -0.3 0.2 -0.2
H 1.51846 0.68569 -2.92589 -0.5 0.3 -0.3
O 0.17488 -1.96049 2.92801 -0.4 -0.1 -0.5
H 0.41850 -2.64876 2.29642 0.2 0.0 0.2
H -0.68719 -1.67304 2.58904 0.3 0.1 0.3
```
Forces are in eV/Å.

=====

[5]
DFT (the ωB97M-V functional and the def2-TZVPD basis) results for 2 unconnected molecules or ions with the total composition C3H9NO2 in a non-equilibrium geometry.

- frontier orbital gap (eV) = 10.7
- SMILES string = CC(=O)O.CN
- E_HOMO (eV) = -9.907
- molecular weight (g/mol) = 91.11

Geometry as XYZ:
```
15
Properties=species:S:1:pos:R:3:forces:R:3
C -2.31195 0.15361 -1.21022 -1.5 0.7 1.9
C -1.25162 0.75626 -0.29536 -0.3 -0.6 -0.2
O -1.52779 1.36699 0.70036 0.2 0.2 0.2
O -0.01381 0.42634 -0.67276 -0.1 -0.3 -0.9
H -2.48947 -0.89280 -0.90335 0.7 0.2 -0.9
H -2.28117 0.44277 -2.24066 0.7 -0.6 -0.7
H -3.26697 0.59253 -0.87358 0.4 0.2 0.0
H 0.67290 0.50900 0.00455 0.2 0.2 0.7
C 2.17931 -1.85097 0.53600 -0.1 0.3 -2.3
N 2.36050 -0.44308 0.93752 -0.5 -0.9 0.3
H 1.66894 -1.83255 -0.44113 -0.4 -0.1 0.4
H 1.55912 -2.39573 1.22482 -0.1 -0.1 0.4
H 3.05130 -2.45117 0.24513 0.4 0.3 0.9
H 2.44581 -0.46027 1.94389 0.4 0.6 0.0
H 3.15283 -0.01135 0.48364 0.2 -0.1 0.3
```
Forces are in eV/Å.

=====

[6]
DFT (the ωB97M-V functional and the def2-TZVPD basis) results for 2 unconnected molecules or ions with the total composition C3H9NO2 in a non-equilibrium geometry.

- frontier orbital gap (eV) = 10.9
- SMILES string = CC(=O)O.CN
- E_HOMO (eV) = -10.059
- molecular weight (g/mol) = 91.11

Geometry as XYZ:
```
15
Properties=species:S:1:pos:R:3:forces:R:3
C 0.59082 0.60987 -2.31239 -0.6 1.5 -0.4
C -0.55539 0.15930 -1.44166 0.1 0.5 -0.6
O -1.66359 0.02827 -1.88034 -0.3 -0.4 0.3
O -0.18663 -0.03309 -0.17792 0.7 -0.4 0.5
H 1.08582 -0.24644 -2.73464 0.5 -0.2 0.0
H 1.24274 1.38767 -1.90957 0.4 -0.8 0.8
H 0.15859 1.20537 -3.11349 -0.4 -0.5 -0.4
H -0.77379 -0.57259 0.37691 -0.4 0.2 -0.3
C 0.90842 0.33184 2.44647 0.0 -0.8 2.2
N 0.37068 -1.05914 2.60993 1.1 -0.3 0.2
H 1.93247 0.28191 2.08770 -0.3 0.5 -1.1
H 1.07081 0.80824 3.42328 -0.3 -0.2 0.1
H 0.12039 0.89342 1.98615 0.5 0.6 -0.9
H 1.06464 -1.66567 2.17516 -0.4 0.0 -0.5
H 0.51313 -1.37402 3.57018 -0.5 0.4 0.1
```
Forces are in eV/Å.

=====

[7]
DFT (the ωB97M-V functional and the def2-TZVPD basis) results for 2 unconnected molecules or ions with the total composition C3H9NO2P2 in a non-equilibrium geometry.

- frontier orbital gap (alpha / beta) (eV) = 4.6 / 6.9
- E_HOMO (alpha / beta) (eV) = -6.457 / -7.493
- molecular weight (g/mol) = 153.06

Geometry as XYZ:
```
17
Properties=species:S:1:pos:R:3:forces:R:3
C 1.94517 -1.15812 -0.02912 -0.2 2.1 -1.8
C 1.28486 0.07201 -0.73923 -0.3 0.7 -3.2
C 0.33826 1.84132 0.63937 0.6 0.6 1.1
N 1.39321 1.25309 0.05226 -1.3 1.0 2.1
O 3.14079 -1.11983 0.13885 -0.8 -0.4 0.5
O 1.14835 -2.13304 0.24380 4.7 -2.2 1.3
P -2.47546 -0.36582 -0.98550 0.0 1.9 0.6
P -1.72401 -1.20701 0.86341 -0.4 0.6 0.7
H 0.24935 0.06010 -1.20350 0.8 -0.7 1.3
H 1.83534 0.35672 -1.71229 -0.1 -1.0 1.5
H 0.61960 2.75117 1.30712 -0.6 -1.8 -1.2
H -0.72897 1.40005 0.70991 1.7 0.3 -0.7
H 2.33257 1.45770 0.41843 -0.6 0.1 -0.4
H 0.25109 -2.12287 0.11116 -3.9 0.9 -0.6
H -3.61319 -1.14263 -1.10962 -0.7 -0.1 -0.1
H -3.13225 0.86278 -0.36290 0.5 -1.4 -1.0
H -2.86471 -0.80560 1.65785 0.6 -0.4 -0.2
```
Forces are in eV/Å.

=====

[8]
DFT (the ωB97M-V functional and the def2-TZVPD basis) results for 4 unconnected molecules or ions with the total composition C3H9NO2S in a non-equilibrium geometry.

- frontier orbital gap (eV) = 10.1
- E_HOMO (eV) = -9.733
- molecular weight (g/mol) = 123.18

Geometry as XYZ:
```
16
Properties=species:S:1:pos:R:3:forces:R:3
C -0.34133 0.71511 0.91494 -2.1 0.4 -0.1
C -1.80669 -0.59687 -0.73705 -0.5 -3.0 -1.4
C -0.49354 -0.37475 -0.13057 -0.8 1.9 0.3
N 0.49950 -1.10106 -0.21498 3.0 -2.8 -1.9
O 3.03918 -0.43569 1.64415 -0.5 0.0 -0.8
O 3.49780 -1.48518 -0.51679 -0.7 0.4 0.2
S 2.80417 -0.44328 0.21297 1.4 -0.1 0.5
H -1.21882 1.48295 0.94128 1.5 -1.8 0.3
H -0.33361 0.02711 1.73829 0.1 0.5 1.4
H 0.57790 1.27483 0.80231 0.1 -0.4 0.4
H -2.42621 -1.08561 0.06909 0.3 0.6 -0.9
H -1.73744 -1.32938 -1.64872 -0.1 1.2 1.8
H -2.26605 0.28349 -1.09595 -0.6 1.1 -0.1
H 0.20352 2.39878 -0.64178 -2.8 0.9 0.4
H 0.59283 -1.85587 -0.95810 -0.9 1.1 1.3
H -0.59120 2.52541 -0.37908 2.8 0.1 -1.5
```
Forces are in eV/Å.

=====

[9]
DFT (the ωB97M-V functional and the def2-TZVPD basis) results for 2 unconnected molecules or ions with the total composition C3H9NO2S in a non-equilibrium geometry.

- frontier orbital gap (eV) = 9.4
- E_HOMO (eV) = -8.910
- molecular weight (g/mol) = 123.18

Geometry as XYZ:
```
16
Properties=species:S:1:pos:R:3:forces:R:3
C -0.22903 0.53262 1.70099 4.1 1.5 -1.1
C 1.02489 0.74302 -1.21804 -1.5 -4.3 -0.9
C -0.70912 0.52902 0.28310 1.7 -1.0 -2.1
N 1.87734 -0.39926 -0.97229 -4.5 0.2 -3.5
O -0.29263 -1.98626 -0.13308 -0.7 0.3 -0.3
O -2.69274 -1.42367 0.22318 0.6 0.5 -0.1
S -1.39287 -1.03039 -0.27427 0.4 0.4 -1.0
H 0.50841 -0.22158 1.94942 -0.3 -0.9 -0.2
H 0.54703 1.44773 1.84910 -2.6 -1.3 0.0
H -1.06950 0.43402 2.31158 -1.0 0.5 1.6
H 0.65596 0.67908 -2.31590 0.1 0.6 2.2
H 1.35978 1.63509 -0.82243 0.6 1.9 0.4
H -1.40961 1.31111 0.17718 -0.9 0.8 -0.7
H 1.16684 -1.23112 -0.95368 2.1 1.3 0.2
H 2.23298 -0.25329 -0.11139 1.7 -0.1 3.6
H -1.57770 -0.76613 -1.69349 0.3 -0.3 1.7
```
Forces are in eV/Å.

=====

[10]
DFT (the ωB97M-V functional and the def2-TZVPD basis) results for 2 unconnected molecules or ions with the total composition C3H9NO2S in a non-equilibrium geometry.

- frontier orbital gap (eV) = 10.2
- SMILES string = O=CNCCS.O
- E_HOMO (eV) = -9.576
- molecular weight (g/mol) = 123.18

Geometry as XYZ:
```
16
Properties=species:S:1:pos:R:3:forces:R:3
O 0.99721 1.53923 -1.90860 -0.5 0.1 -0.7
C 0.01093 0.87865 -1.63448 1.2 -0.5 1.2
N 0.11815 -0.26862 -0.90478 -0.5 0.7 -0.4
C -1.02117 -0.94459 -0.29053 0.7 0.7 -0.7
C -1.15853 -0.75976 1.22268 -0.6 -2.2 0.8
S -0.75907 -2.38989 2.08980 0.2 1.0 -0.2
H -1.01815 1.16071 -1.86802 -0.2 0.2 -0.2
H 1.05951 -0.64364 -0.84080 -0.3 0.1 0.3
H -0.88488 -1.96353 -0.63322 -0.6 -0.5 0.7
H -1.94285 -0.56412 -0.73944 0.2 0.1 -0.3
H -2.20063 -0.57714 1.48991 0.1 0.1 -0.1
H -0.56598 -0.05012 1.77968 0.3 0.5 -0.6
H 0.49505 -1.96133 2.30556 0.0 -0.4 0.1
O 2.62019 2.24224 0.25635 -0.2 -0.5 -0.9
H 2.56824 1.87171 -0.65124 0.5 0.2 0.5
H 1.68198 2.43019 0.32713 -0.2 0.3 0.5
```
Forces are in eV/Å.

=====

[11]
DFT (the ωB97M-V functional and the def2-TZVPD basis) results for a molecular structure, C3H9NO2S in a non-equilibrium geometry.

- frontier orbital gap (eV) = 6.1
- E_HOMO (eV) = -8.995
- molecular weight (g/mol) = 123.18

Geometry as XYZ:
```
16
Properties=species:S:1:pos:R:3:forces:R:3
O -2.41924 -1.30249 0.57303 -1.3 0.8 0.0
C -2.17032 -0.39845 -0.20149 0.7 -1.0 0.4
C -1.71763 0.91495 0.27401 1.4 1.3 -1.1
C 2.66123 -0.10353 -0.06524 0.3 0.3 -1.5
S 1.32753 0.83934 0.63539 0.9 0.1 1.9
N -0.85548 1.57674 -0.56509 -6.4 -1.0 -0.2
H -2.13235 -0.56694 -1.28862 -0.1 0.2 0.0
H -1.96300 1.15613 1.32840 -0.2 0.5 -0.8
H 3.58596 0.45127 -0.21931 -0.1 0.2 0.2
H 2.88580 -0.97832 0.51300 -0.2 -0.4 0.6
H 2.33998 -0.46595 -1.04035 0.0 -0.1 -0.1
H -1.04099 2.54756 -0.73055 0.7 0.8 1.0
H 0.13445 1.37576 -0.22817 3.2 -0.8 -0.4
H -0.90379 -1.99221 0.42161 -1.2 -0.7 0.6
H 0.28534 -1.08462 0.45798 0.0 -0.8 -0.2
O -0.01749 -1.96926 0.13541 2.4 0.6 -0.4
```
Forces are in eV/Å.

=====

[12]
DFT (the ωB97M-V functional and the def2-TZVPD basis) results for 2 unconnected molecules or ions with the total composition C3H9NO3 in a non-equilibrium geometry.

- frontier orbital gap (eV) = 10.5
- SMILES string = NC(=O)CCO.O
- E_HOMO (eV) = -9.915
- molecular weight (g/mol) = 107.11

Geometry as XYZ:
```
16
Properties=species:S:1:pos:R:3:forces:R:3
N 1.97332 -0.16639 0.05269 1.3 0.1 -0.8
C 1.48656 -0.64893 1.23701 0.3 1.0 0.7
O 2.04370 -1.52920 1.85302 -0.1 -0.2 -0.2
C 0.33081 0.14428 1.77776 -0.7 0.6 0.7
C -0.96657 0.09694 0.96640 0.5 -1.3 1.7
O -1.83133 1.12659 1.37958 0.2 0.8 -1.5
H 2.98521 -0.21456 -0.03600 -0.3 -0.6 -0.1
H 1.66825 0.69341 -0.36678 -0.6 0.1 0.4
H 0.57779 1.20759 1.86816 0.4 -0.1 -0.3
H 0.12829 -0.14217 2.81375 0.1 -0.4 -0.2
H -1.39624 -0.87197 1.25861 -0.2 0.0 -0.8
H -0.69512 0.11145 -0.08856 -0.7 0.4 -0.1
H -2.25755 0.93598 2.20342 -0.1 -0.5 0.6
O -1.49065 0.11662 -4.95843 -0.2 0.5 0.0
H -1.18671 -0.36549 -5.72204 0.1 -0.2 -0.5
H -1.36978 -0.49415 -4.23860 0.0 -0.3 0.5
```
Forces are in eV/Å.

=====

Asked for E across the records above, the calculation gives -8841.3002 -8839.2353 -8841.1334 -8841.2018 -8842.0271 -8841.6647 -27415.0611 -19674.6277 -19673.0745 -19676.9662 -19672.5802 -10889.3624 eV in order.